This record from OMol25 describes a molecular structure, C40H49BCl2GeN8OPb in a non-equilibrium geometry. The level of theory is ωB97M-V with the def2-TZVPD basis set.

```
103
C40H49BCl2GeN8OPb ωB97M-V with the def2-TZVPD basis set
Cl 7.101 5.359 -3.488
C 4.314 -1.883 -2.477
N 1.479 -2.097 0.623
C -5.560 -0.816 2.302
H 4.316 1.174 3.026
H -3.645 0.249 4.351
H -2.907 -4.581 -0.615
C 3.232 -4.390 -1.780
C -1.146 4.129 -3.210
Cl 7.554 2.418 -2.997
C 0.423 -3.858 1.605
H -3.369 -1.493 -4.399
H -0.679 -5.659 2.291
C -6.759 -0.868 1.614
H -1.255 -0.529 6.090
C -0.608 -1.609 -2.134
C 3.432 -1.639 3.972
N -1.083 -0.989 2.885
H 3.308 -2.533 3.370
H -1.722 4.807 -3.818
H 5.459 -3.058 -3.857
H -4.053 -3.212 -0.517
H 0.577 5.664 0.872
H 4.728 -5.127 -3.165
C -4.498 -0.386 0.128
H 2.914 -5.367 -1.432
C -2.076 2.369 -1.750
H -3.403 -0.655 -2.876
C 7.810 3.868 -4.109
H -1.621 -4.322 -4.248
C -3.009 -3.450 -0.543
B 0.386 -1.658 2.909
Ge -2.187 -2.804 -2.257
H 7.359 3.619 -5.070
H -0.115 -4.611 3.573
H -0.673 -0.754 -2.842
N -2.061 3.626 -2.096
H -2.514 6.328 -2.534
H -4.515 -2.022 -3.103
H 2.977 -1.729 4.962
C 4.828 -3.060 -2.991
C 2.697 -3.224 -1.234
C -5.730 -0.516 -0.484
H 0.087 0.174 5.064
H -1.312 1.169 5.244
N -2.135 1.214 -1.631
H 0.638 5.375 -3.159
H -3.626 -0.137 -0.498
C 3.294 -2.004 -1.545
H -0.628 -4.957 -2.892
C -4.397 -0.538 1.557
C 3.805 4.420 0.616
C 1.054 -4.325 0.461
C -0.094 4.964 -2.506
H 4.399 2.492 1.295
C 3.567 3.187 1.192
H 4.465 -1.366 4.098
H 0.334 -2.157 -2.390
C 2.287 1.472 2.316
H 8.851 4.011 -4.233
C -2.023 5.986 -1.575
C -2.603 4.625 -1.191
C -3.520 -1.671 -3.320
H -2.218 6.667 -0.799
C 1.203 3.670 1.521
N 1.102 0.847 2.540
N 0.645 -2.490 1.678
C -1.607 -4.541 -3.189
H 0.244 3.363 1.918
H -2.508 -3.028 0.326
H -2.296 4.440 -0.146
C -1.029 0.061 5.194
C -1.681 -0.399 3.976
C -6.919 -0.735 0.232
H 2.908 6.396 0.397
H -5.459 -1.137 3.332
C -3.016 -0.210 3.667
H -5.761 -0.703 -1.519
C 2.717 5.331 0.576
H -3.734 4.524 -1.222
H 0.953 -5.335 0.003
C 2.798 -0.478 3.294
Pb -0.320 -0.277 -0.230
C -0.467 -4.650 2.538
C 3.399 0.713 2.782
H 2.812 -1.124 -1.040
H 4.664 -0.833 -2.789
H -1.431 -4.060 2.484
H -2.313 -5.342 -3.106
O -0.647 5.999 -1.676
C -3.156 -0.530 2.279
H 0.549 -2.122 4.042
H -7.565 -1.183 2.320
C 1.435 4.914 0.932
C 1.693 -3.189 -0.121
H -7.879 -0.538 -0.196
C 2.315 2.750 1.628
H -0.686 3.265 -3.717
N 1.470 -0.398 3.067
C 4.294 -4.271 -2.638
N -1.968 -1.047 1.839
H 0.552 4.346 -1.817
H 4.754 4.691 0.191
```

Calculated values
HOMO energy in Ha: -0.270
Energy relative to the best compared isomer or geometry (same formula, charge and spin) in kcal/mol: 0.0

Atom charges from the Mulliken analysis, given in e for atoms 1 to 99:
1 Cl -0.135
2 C -0.634
3 N -1.047
4 C -0.997
5 H 0.552
6 H 0.656
7 H 0.410
8 C -0.534
9 C -0.762
10 Cl -0.152
11 C -0.354
12 H 0.402
13 H 0.460
14 C -0.329
15 H 0.271
16 C -1.288
17 C -1.403
18 N 1.219
19 H 0.179
20 H 0.307
21 H 0.334
22 H 0.441
23 H 0.234
24 H 0.358
25 C 0.359
26 H 0.367
27 C 0.078
28 H 0.097
29 C -0.247
30 H 0.395
31 C -0.898
32 B -1.857
33 Ge 0.981
34 H 0.261
35 H 0.283
36 H 0.506
37 N 0.081
38 H 0.243
39 H 0.328
40 H 0.241
41 C -0.518
42 C 0.589
43 C -0.496
44 H 0.179
45 H 0.347
46 N -0.311
47 H 0.409
48 H 0.258
49 C -0.087
50 H 0.293
51 C 0.823
52 C -0.792
53 C -0.596
54 C -0.130
55 H 0.295
56 C -0.662
57 H 0.441
58 H 0.368
59 C 0.261
60 H 0.273
61 C -0.656
62 C -0.435
63 C -1.129
64 H 0.428
65 C -0.266
66 N -0.390
67 N 2.556
68 C -1.403
69 H 0.593
70 H -0.085
71 H 0.328
72 C -1.314
73 C 0.538
74 C -0.849
75 H 0.378
76 H 0.413
77 C -1.684
78 H 0.405
79 C -0.594
80 H 0.383
81 H 0.358
82 C 0.426
83 Pb 1.038
84 C -1.455
85 C -1.413
86 H 0.244
87 H 0.320
88 H 0.159
89 H 0.440
90 O -0.375
91 C -0.128
92 H -0.083
93 H 0.281
94 C -0.272
95 C 0.304
96 H 0.396
97 C 0.686
98 H 0.414
99 N 1.164



This record from OMol25 describes a molecular structure, C40H49BCl3N9S4Tc. The level of theory is ωB97M-V with the def2-TZVPD basis set.

```
107
C40H49BCl3N9S4Tc ωB97M-V with the def2-TZVPD basis set
N -2.849 -0.242 0.521
C 3.138 -3.444 -0.596
H -3.610 -4.266 2.106
S -0.204 -1.606 -2.899
C -1.579 -3.701 2.442
C -3.469 -0.104 1.472
H 1.965 0.627 0.005
N -0.210 -2.097 1.366
C 3.516 -4.962 1.328
C -3.054 3.179 -2.193
H 1.323 0.051 4.244
C -2.545 2.132 -4.275
S -3.751 4.649 -4.345
N 0.028 -0.034 -0.137
H -1.411 5.119 -6.015
H 2.756 -4.435 1.904
C -2.194 4.677 -6.617
H -1.794 4.905 1.265
N 0.433 -1.747 2.477
C 1.029 1.807 -1.479
C 0.158 3.780 -0.354
C 0.128 3.006 3.443
H 6.015 -5.162 0.266
B 0.137 -1.430 0.010
H -1.879 4.757 3.016
C 0.769 5.133 2.292
C -3.427 4.352 -6.068
Tc -1.519 -0.832 -1.148
C -0.240 -1.486 5.883
H -2.212 3.348 2.007
N -2.933 3.912 -8.760
H -0.971 -2.260 6.124
H 0.253 -1.201 6.813
H 1.830 4.884 2.342
H 4.865 -5.631 -0.978
S 1.703 1.093 -2.756
H -4.861 3.217 -8.895
C -4.115 3.626 -8.225
H -1.144 -3.878 4.508
C 0.096 -2.360 3.584
C 0.486 3.174 -1.514
H 5.337 -2.153 0.414
H 1.182 2.753 3.581
H -0.200 4.800 -0.358
C 0.806 -1.968 4.868
N 2.178 -2.773 -0.006
C 1.816 -0.850 4.617
H 3.943 -4.157 -2.471
H -0.182 3.567 4.324
H -3.447 3.997 -1.604
C -0.097 3.865 2.199
H -2.765 -5.256 3.314
C -1.586 4.239 2.102
H 0.506 5.674 3.201
C 2.094 -3.213 -4.255
H 2.278 -3.566 4.703
C 1.125 -2.373 -2.083
C -2.537 2.073 -1.564
H -2.524 2.098 -5.354
N -2.024 1.012 -2.214
H -0.127 4.848 -2.695
S -1.935 -3.053 -0.276
N 1.210 -2.251 -0.754
C -2.034 1.073 -3.557
H -0.466 2.087 3.421
C -4.271 0.058 2.686
C -1.211 -2.965 1.288
C 2.146 -3.072 -2.769
H -0.778 -0.614 5.502
H -2.437 -5.458 1.583
H -1.050 4.669 -8.435
H -1.615 0.226 -4.085
C 4.202 -4.014 0.334
H 3.042 -5.800 0.812
C -3.071 3.229 -3.590
H -2.524 2.017 -0.484
C 0.962 1.025 -0.182
H 5.807 -4.134 -1.145
C -2.657 -4.732 2.367
H 5.605 -3.237 1.782
H 0.857 -4.014 5.657
H 0.611 5.805 1.449
H 2.939 -3.792 -4.620
C 1.541 -3.198 5.420
H 4.258 -5.367 2.018
H 1.362 4.049 -3.242
C -1.998 4.431 -7.968
C -4.416 3.826 -6.881
H 2.065 -2.931 6.338
C 3.145 -3.602 -1.999
Cl -5.396 1.393 2.438
N 0.684 1.909 0.980
H 0.710 1.421 1.869
H -5.392 3.575 -6.490
Cl -3.156 0.417 4.018
C 0.276 3.132 0.930
C 5.277 -4.776 -0.438
Cl -5.127 -1.452 2.986
H 1.169 -3.704 -4.560
H 2.107 -2.231 -4.732
H -0.179 3.277 -3.535
H 4.102 -2.306 1.677
H 2.313 -0.600 5.555
C -0.904 -3.372 3.581
C 0.370 3.887 -2.817
H 2.572 -1.148 3.891
C 4.849 -2.851 1.098
```

Calculated values
HOMO energy (alpha / beta) in Ha: -0.453 / -0.460
Energy relative to the best compared isomer or geometry (same formula, charge and spin) in kcal/mol: 1.5
Spin multiplicity: 2
Net charge: +2

Atom charges from the Mulliken analysis, given in e for atoms 1 to 99:
1 N 0.026
2 C -0.421
3 H 0.321
4 S -0.384
5 C -0.094
6 C -0.514
7 H 0.517
8 N 0.923
9 C -1.463
10 C -1.422
11 H 0.167
12 C -0.791
13 S -0.182
14 N 0.462
15 H 0.430
16 H 0.125
17 C -0.056
18 H 0.361
19 N -0.691
20 C 0.321
21 C -0.795
22 C -2.109
23 H 0.407
24 B 1.183
25 H 0.501
26 C -1.734
27 C 0.095
28 Tc -1.159
29 C -1.458
30 H 0.265
31 N -0.557
32 H 0.320
33 H 0.477
34 H 0.425
35 H 0.452
36 S -0.056
37 H 0.382
38 C -0.361
39 H 0.509
40 C 0.180
41 C 0.297
42 H 0.382
43 H 0.407
44 H 0.388
45 C 2.053
46 N -0.654
47 C -1.571
48 H 0.617
49 H 0.590
50 H 0.529
51 C 2.184
52 H 0.432
53 C -1.578
54 H 0.474
55 C -1.920
56 H 0.281
57 C 0.639
58 C -0.455
59 H 0.388
60 N 0.560
61 H 0.389
62 S -0.406
63 N 0.671
64 C -0.889
65 H 0.240
66 C 0.754
67 C 0.830
68 C 0.555
69 H 0.118
70 H 0.398
71 H 0.380
72 H 0.376
73 C 2.340
74 H 0.374
75 C 1.426
76 H 0.444
77 C -0.919
78 H 0.457
79 C -1.684
80 H 0.447
81 H 0.351
82 H 0.338
83 H 0.400
84 C -1.646
85 H 0.450
86 H 0.449
87 C -0.382
88 C -0.029
89 H 0.478
90 C -0.262
91 Cl -0.060
92 N 0.145
93 H -0.259
94 H 0.420
95 Cl -0.066
96 C 0.818
97 C -2.257
98 Cl -0.068
99 H 0.395



| no. | energy (eV) |
| --- | --- |
| 1 | -143726.0596 |
| 2 | -139459.1411 |